Entry a
8
Properties=species:S:1:pos:R:3 method="wB97M-V/def2-TZVPD" gap_ev=10.866 e_homo_ev=-12.27 smiles="O=[N+]([O-])c1nnon1"
O -0.3975 1.8936 1.0628
N 0.2669 1.3748 0.1771
O 1.0737 1.8672 -0.5303
C -0.0499 -0.0317 -0.0445
N 0.4990 -0.8000 -1.0457
N 0.0747 -1.9438 -0.8534
O -0.7102 -1.9314 0.2976
N -0.7589 -0.6945 0.8115

---

Entry b
8
Properties=species:S:1:pos:R:3 method="wB97M-V/def2-TZVPD" gap_ev=10.732 e_homo_ev=-12.37 smiles="O=[N+]([O-])c1nnon1"
O -0.2632 -1.1462 -1.8031
N 0.5589 -0.8995 -0.9775
O 1.6987 -1.3626 -0.9119
C 0.1042 0.0139 0.0608
N -1.1557 0.5577 -0.0169
N -1.4346 1.2846 0.9241
O -0.2990 1.2553 1.7354
N 0.6433 0.4780 1.1376

---

Relative energies, kJ/mol: entry a 0.0; entry b 26.4.

---

Entry a
19
Properties=species:S:1:pos:R:3 method="wB97M-V/def2-TZVPD" gap_ev=8.688 e_homo_ev=-8.16
B -1.5959 -0.2310 -0.2120
C 1.4592 -1.2131 -0.1251
C -0.2592 2.0254 0.7986
C 1.0864 0.0251 -0.9053
C -0.3162 0.4494 -0.7985
N -1.4783 -1.0313 0.8880
O -2.7270 -0.2298 -0.8667
H 2.4255 -1.6203 -0.5094
H 0.7886 -1.9400 -0.2824
H 1.4884 -1.0897 0.9743
H -0.4303 2.8604 0.1258
H 0.7970 1.8816 1.1535
H -0.9421 1.6939 1.6738
H 1.6255 1.0055 -0.5829
H 1.3712 -0.0677 -2.0257
H -0.3564 1.0770 -1.7077
H -0.6209 -1.1744 1.4702
H -2.3582 -1.5772 1.2660
H -3.4805 -0.6966 -0.4968

---

Entry b
19
Properties=species:S:1:pos:R:3 method="wB97M-V/def2-TZVPD" gap_ev=10.449 e_homo_ev=-9.97 smiles=CC[C@H](C)B(N)O
C -1.0925 -1.5625 0.8476
C -1.4627 -0.2416 0.1599
C -0.2053 0.7391 0.1119
C -0.5197 1.9752 -0.9080
B 1.2461 -0.0038 -0.2526
N 2.0442 -0.5604 0.7568
O 1.5294 -0.2043 -1.5308
H -0.0538 -1.3606 1.0756
H -1.1917 -2.4049 0.0965
H -1.6890 -1.8218 1.6785
H -1.6480 -0.3670 -0.9017
H -2.3673 0.0482 0.6487
H -0.0166 1.2493 0.9909
H -0.2290 1.7285 -1.9164
H 0.1600 2.9166 -0.6730
H -1.5785 2.3217 -0.7897
H 1.8803 -0.5892 1.7035
H 2.7716 -1.3223 0.5865
H 2.4227 -0.5403 -1.6841

---

Relative energies, kJ/mol: entry a 222.0; entry b 0.0.

---

Entry a
16
Properties=species:S:1:pos:R:3 method="wB97M-V/def2-TZVPD" gap_ev=9.197 e_homo_ev=-9.08
C -0.6102 -1.7787 -1.6904
C 0.7350 -0.7188 0.2122
C -0.3634 -1.3929 -0.2210
C -3.0828 0.7173 -0.1099
N -2.2400 1.6313 -0.4860
O -1.9029 2.3778 0.6806
O -1.7104 1.9416 -1.5372
Br -1.6804 -2.0774 1.0167
Br -3.8699 -0.2972 -1.4339
Br -4.0539 0.6217 1.5422
H 0.3125 -1.4254 -2.1904
H -1.5262 -1.3358 -2.0496
H -0.6789 -2.8384 -1.6798
H 0.8435 -0.3178 1.2434
H -1.3560 3.0783 0.3906
H 1.7104 -0.7352 -0.2634

---

Entry b
16
Properties=species:S:1:pos:R:3 method="wB97M-V/def2-TZVPD" gap_ev=7.611 e_homo_ev=-9.83 smiles="CC(C)=C(Br)[N+](=O)[O-].BrBr"
C -0.4047 0.8469 -1.0577
C 0.3935 -0.2859 -0.3803
C 0.4081 -1.5894 -1.1674
C 1.1007 -0.1645 0.7383
Br 2.3125 -1.5078 1.3428
N 1.0815 0.9932 1.6137
O 0.2381 1.7769 1.3862
O 1.9040 1.0535 2.4957
H -1.3111 1.0234 -0.6481
H -0.6178 0.5246 -2.0554
H 0.1406 1.8973 -1.0187
H -0.1416 -1.5808 -2.0467
H 0.1732 -2.4175 -0.6613
H 1.4288 -1.8081 -1.4505
Br -2.5695 -0.0952 2.0056
Br -4.1365 1.3334 0.9038

---

Relative energies, kJ/mol: entry a 72.3; entry b 0.0.